A structure of composition C24H30Cl4N4O2SSeSi2V at a distorted geometry. Source: OMol25; level of theory: ωB97M-V/def2-TZVPD.

XYZ file:
```
69
Properties=species:S:1:pos:R:3:forces:R:3
V -0.48788 -0.23434 0.54285 0.84 0.15 -0.35
Cl -3.43556 5.37277 -1.97626 -0.33 0.60 -0.85
C -2.73357 4.21464 -0.95987 0.85 -1.01 1.31
C -2.70597 4.45295 0.43499 -0.10 -0.30 -1.07
Cl -3.30329 5.96102 1.05054 -0.16 0.09 -0.04
C -2.17611 3.51450 1.34850 -0.13 0.63 -0.26
Cl -2.30518 3.83032 3.05078 0.29 -0.31 -0.04
C -1.57735 2.38436 0.84329 0.30 -0.98 0.00
O -0.95290 1.41348 1.47946 -0.42 0.69 1.10
C -1.65451 2.13898 -0.55074 0.88 -1.89 -1.11
O -1.16883 0.96422 -0.92657 -0.02 0.26 -0.06
C -2.15798 3.00966 -1.48336 -0.88 1.81 1.32
Cl -2.07761 2.62020 -3.14998 -0.16 0.11 -0.17
C 2.18830 1.99028 3.21486 -0.96 -1.08 0.04
Si 2.39095 0.90198 1.66978 -0.27 0.33 0.01
C 2.09002 1.92742 0.12119 0.37 0.74 -0.85
C 4.18434 0.42557 1.55384 1.39 -0.30 1.06
N 1.31093 -0.42262 1.62419 0.29 0.09 -0.30
C 1.43140 -1.68513 2.17998 -0.82 0.82 -0.09
C 2.58501 -2.36572 2.57220 -1.62 -0.38 0.31
C 2.40082 -3.55794 3.27069 0.99 -1.74 0.89
C 1.16648 -4.13494 3.58484 0.11 1.89 -1.73
C 0.03032 -3.51321 3.01718 0.94 -0.88 0.69
C 0.15781 -2.33059 2.34132 -0.69 0.35 -0.46
N -0.96140 -1.70281 1.76509 0.84 0.08 -0.07
Si -2.54305 -1.92605 2.32078 -0.64 1.00 0.39
C -3.23120 -3.63078 2.05967 -0.46 -0.30 0.60
C -3.73428 -0.71056 1.46134 -0.12 -0.13 0.24
C -2.58633 -1.60861 4.20490 -0.35 0.72 -0.28
H 2.70665 2.93823 3.30748 0.20 0.06 -0.10
H 2.33988 1.35175 4.10410 0.26 0.31 -0.21
H 1.10158 2.14984 3.21039 0.06 0.36 0.06
H 3.01469 2.56033 -0.09732 -1.09 -0.71 0.19
H 1.22215 2.61539 0.18980 0.42 -0.34 0.03
H 1.89921 1.26272 -0.76225 0.24 0.49 0.65
H 4.90211 1.26866 1.43724 -0.60 -0.29 -0.06
H 4.28949 -0.23578 0.70095 0.22 -0.23 -0.24
H 4.54367 -0.13008 2.46804 -0.41 0.44 -0.85
H 3.55850 -2.00280 2.35527 0.59 0.26 -0.09
H 3.30518 -4.14912 3.53975 -0.54 0.56 -0.02
H 1.04923 -5.05855 4.07613 0.20 -0.99 0.58
H -0.92211 -4.02023 3.05099 -0.07 0.09 0.18
H -2.80184 -4.02916 1.14566 -0.30 -0.24 -0.18
H -4.34126 -3.62996 2.08076 0.58 -0.10 -0.30
H -2.88951 -4.23221 2.91198 -0.18 -0.13 -0.22
H -3.90696 -0.90686 0.40677 0.22 -0.23 -0.23
H -3.51229 0.34873 1.54580 0.39 0.18 0.14
H -4.71245 -0.82128 1.93762 -0.10 -0.16 0.14
H -2.30846 -2.49958 4.75916 -0.13 -0.13 0.21
H -3.53330 -1.16432 4.57677 0.28 -0.55 -0.18
H -1.83299 -0.84665 4.41046 0.18 0.01 0.00
C 1.52478 2.84354 -4.49360 0.12 -1.17 1.26
N 1.33798 1.47933 -5.02128 0.11 0.15 -0.23
C 0.77225 0.41138 -4.31774 0.25 0.29 -0.22
C 0.76774 -0.63165 -5.17320 -0.23 0.19 0.28
N 1.32019 -0.16558 -6.34846 0.38 -0.79 -0.94
C 1.49830 -0.99774 -7.55464 -0.26 1.01 1.07
C 1.73629 1.11643 -6.28161 -0.51 0.56 0.30
Se 0.77208 -1.83337 -1.33196 0.34 0.19 -0.04
H 0.58962 3.38013 -4.31100 -0.05 -0.18 -0.52
H 2.20136 3.37225 -5.15505 -0.05 0.05 0.01
H 1.95117 2.71903 -3.47598 0.12 0.30 -0.58
H 0.49016 0.44251 -3.27936 -0.22 0.19 0.05
H 0.39916 -1.63443 -5.04309 0.06 -0.01 0.05
H 0.52857 -1.38238 -7.85815 -0.03 -0.08 -0.20
H 2.17464 -1.80958 -7.33836 0.24 -0.35 -0.03
H 1.91871 -0.32964 -8.29771 -0.01 -0.12 -0.21
S -2.35625 -2.89950 -1.45463 0.89 0.30 -0.24
C -0.94130 -2.14888 -1.28523 -1.52 -0.27 0.44
```
Forces are in eV/Å.

Results
ΔE to the lowest compared entry with this formula, charge and spin = 0.000 eV
gap between HOMO and LUMO (alpha / beta) = 4.93 / 5.74 eV
charge = -2
<S²> = 3.771
HOMO level (alpha / beta) = -0.0270 / -0.0571 Ha
multiplicity = 4
M = 766.49 g mol⁻¹
electronic energy = -203149.3558 eV

---

An isolated molecule of C5H11N at a distorted geometry. Source: OMol25; level of theory: ωB97M-V/def2-TZVPD.

XYZ file:
```
17
Properties=species:S:1:pos:R:3:forces:R:3
C 1.74368 0.43777 -0.26433 0.13 -0.02 -0.03
C 0.31828 -0.07087 -0.43774 0.36 -0.19 -0.16
C -0.32891 0.48396 -1.71312 0.03 -0.03 0.07
N -0.46402 0.31297 0.71635 0.54 -0.24 -0.34
C -1.66792 -0.56280 1.03467 1.30 0.70 -1.39
C -0.46642 -0.51266 1.88388 0.48 0.01 0.33
H 1.75581 1.53208 -0.19580 -0.05 -0.18 -0.01
H 2.18683 0.03468 0.65354 -0.05 0.07 -0.14
H 2.36932 0.13431 -1.10980 -0.05 0.05 0.10
H 0.33139 -1.17228 -0.50709 0.13 -0.03 -0.08
H -0.37614 1.57901 -1.67634 0.03 -0.19 0.06
H -1.34981 0.10448 -1.84321 0.18 0.05 0.07
H 0.25265 0.19727 -2.59853 -0.09 0.03 0.20
H -1.79647 -1.44928 0.39170 -0.29 0.69 0.33
H -2.21076 0.34753 0.99133 -2.58 -0.58 0.86
H -0.48994 -0.01989 2.84869 0.11 0.03 -0.02
H 0.19242 -1.37629 1.82577 -0.18 -0.17 0.15
```
Forces are in eV/Å.

Results
SMILES string = CC(C)N1CC1
ΔE to the lowest compared entry with this formula, charge and spin = 1.996 eV
gap between HOMO and LUMO = 10.46 eV
charge = 0
HOMO level = -0.3376 Ha
M = 85.15 g mol⁻¹
electronic energy = -6851.5322 eV

---

A cluster of 2 separate species, C3H3I3O in total at a distorted geometry. Source: OMol25; level of theory: ωB97M-V/def2-TZVPD.

XYZ file:
```
10
Properties=species:S:1:pos:R:3:forces:R:3
C 1.25133 -1.16882 0.16348 1.68 -1.98 -1.10
C 0.14170 -0.85796 -0.36342 -2.46 1.81 0.22
C -0.92336 1.18874 0.70722 1.87 -1.03 -4.14
O -1.98889 1.12912 -0.09009 0.69 0.34 0.30
I 2.71664 -2.62519 -0.50753 -0.60 0.42 0.15
I -0.94069 -1.57793 -1.91568 -0.09 0.09 -0.22
I 0.61004 2.58085 0.27865 -0.28 -0.03 0.00
H 1.56366 -0.71921 1.02505 1.11 1.10 2.07
H -0.83844 0.94664 1.70048 -1.04 -0.77 2.18
H -1.59198 1.10376 -0.99815 -0.87 0.05 0.54
```
Forces are in eV/Å.

Results
ΔE to the lowest compared entry with this formula, charge and spin = 3.564 eV
gap between HOMO and LUMO (alpha / beta) = 6.83 / 7.65 eV
charge = 0
HOMO level (alpha / beta) = -0.2985 / -0.3058 Ha
M = 435.77 g mol⁻¹
electronic energy = -29504.3199 eV

---

A cluster of 2 separate species, C5H8N in total at a distorted geometry. Source: OMol25; level of theory: ωB97M-V/def2-TZVPD.

XYZ file:
```
14
Properties=species:S:1:pos:R:3:forces:R:3
C 0.82797 1.36739 0.17618 1.70 -1.82 -0.17
C 1.68321 0.50774 0.09579 -0.88 0.90 -0.61
C -2.74007 -0.68381 0.38101 1.03 -0.30 -2.75
C -2.87506 0.58579 -0.43022 2.03 -2.94 1.72
C 2.75785 -0.42294 -0.23450 -0.64 4.49 0.31
N -1.69940 0.30250 -0.06514 -0.67 0.89 -0.37
H 0.26084 2.19930 -0.04418 -0.63 1.70 0.16
H -2.99908 -0.69902 1.35767 -0.74 0.75 3.14
H -2.65420 -1.73892 0.06480 -0.15 0.96 -0.99
H -3.43778 1.32774 -0.89608 -0.78 1.11 -0.87
H 2.96104 -0.99892 0.55015 1.33 -2.41 3.12
H 3.56449 0.21712 -0.55587 0.71 0.15 0.36
H 2.55208 -0.95268 -1.05225 -1.25 -2.38 -3.21
H -0.64242 0.71545 -0.03198 -1.08 -1.11 0.16
```
Forces are in eV/Å.

Results
ΔE to the lowest compared entry with this formula, charge and spin = 5.864 eV
gap between HOMO and LUMO = 9.77 eV
charge = +1
HOMO level = -0.5373 Ha
M = 82.13 g mol⁻¹
electronic energy = -6792.2246 eV